(1)
The molecule C14H23N in a non-equilibrium geometry, computed with ωB97M-V/def2-TZVPD.

XYZ file:
```
38
Properties=species:S:1:pos:R:3:forces:R:3:nbo_charge:R:1
C 6.078 1.213 0.207 -1.6 9.1 7.3 -0.55
C 4.664 1.189 0.264 -5.2 1.1 1.7 -0.40
C 4.063 -0.019 -0.262 -4.2 -3.4 0.9 -0.40
C 2.438 -0.159 -0.131 -0.6 1.9 0.3 -0.38
C 1.810 -1.613 -0.768 -2.4 3.4 9.1 -0.42
C 0.202 -1.535 -0.549 2.0 -1.5 -2.5 -0.42
C -0.422 -1.643 0.981 0.9 10.7 -7.5 -0.20
N -1.797 -1.512 0.706 1.4 5.2 2.0 -0.57
C -2.595 -0.413 0.382 9.1 1.6 3.1 0.15
C -2.027 0.827 0.518 -5.2 4.7 -1.6 -0.29
C -2.968 2.126 0.254 -6.4 -16.0 -1.1 -0.11
C -4.334 1.806 -0.214 8.0 -6.4 2.2 -0.25
C -4.703 0.230 -0.283 -6.2 12.6 -0.4 0.09
C -6.231 0.126 -0.399 11.2 -6.1 -14.8 -0.55
C -3.857 -0.554 0.158 -2.8 -10.1 -1.4 -0.27
H 6.480 2.354 0.524 -0.5 -3.5 -0.3 0.18
H 6.499 0.406 0.518 2.8 -4.6 3.7 0.21
H 6.309 1.117 -0.655 3.0 -0.3 -11.5 0.19
H 4.223 1.212 1.296 0.7 0.5 -0.4 0.19
H 4.051 1.966 -0.291 1.4 0.0 0.6 0.20
H 4.292 -0.968 0.207 1.0 -0.1 0.6 0.19
H 4.209 -0.213 -1.262 0.8 -0.1 -2.6 0.18
H 2.151 -0.018 1.015 0.5 -0.3 -2.4 0.19
H 1.974 0.817 -0.725 0.8 -2.5 1.4 0.18
H 2.161 -1.434 -1.673 1.5 -1.1 -4.4 0.21
H 2.079 -2.302 0.100 0.8 0.0 -2.3 0.21
H -0.040 -0.530 -1.109 -0.5 -2.1 1.3 0.22
H -0.089 -2.500 -1.166 -0.3 2.0 1.0 0.19
H -0.051 -2.377 1.486 1.7 -4.4 3.4 0.19
H 0.005 -0.495 1.166 -1.1 -3.3 1.2 0.21
H -2.183 -2.297 0.590 -4.1 -7.4 -1.2 0.36
H -1.159 1.171 0.949 2.3 -0.3 0.6 0.21
H -2.572 2.932 0.186 4.6 10.1 -0.2 0.14
H -4.906 2.591 -0.223 -4.0 3.8 -0.9 0.18
H -6.506 0.777 -1.125 -1.0 2.2 -2.1 0.21
H -6.313 -0.858 -0.938 -0.9 0.4 1.1 0.19
H -6.666 0.254 0.316 -8.6 2.0 14.7 0.17
H -4.267 -1.672 -0.052 1.1 1.9 1.2 0.18
```
Positions in Å, forces in eV/Å.

- HOMO: -0.2736 Eh
- Orbital gap: 8.46 eV
- Molecular weight: 205.3 g/mol
- ΔE to the lowest compared entry with this formula, charge and spin: 318.7 kcal per mole
- Total energy: -601.5107 hartree

(2)
The molecule CH4N2O in a non-equilibrium geometry, computed with ωB97M-V/def2-TZVPD.

XYZ file:
```
8
Properties=species:S:1:pos:R:3:forces:R:3:nbo_charge:R:1
N -0.816 0.818 -0.148 -1.2 0.7 1.2 -0.86
C 0.095 -0.149 -0.516 -0.6 0.2 1.1 0.77
N 0.791 -0.672 0.537 1.2 -1.1 -1.0 -0.85
O 0.246 -0.511 -1.645 0.3 -0.3 -1.5 -0.64
H -1.106 0.919 0.852 0.5 -0.2 -1.6 0.38
H -1.518 1.110 -0.835 0.7 -0.4 0.5 0.41
H 1.651 -1.203 0.316 -1.1 0.7 0.3 0.41
H 0.657 -0.312 1.439 0.2 0.4 1.1 0.38
```
Positions in Å, forces in eV/Å.

- HOMO: -0.3701 Eh
- Orbital gap: 10.85 eV
- Molecular weight: 60.1 g/mol
- ΔE to the lowest compared entry with this formula, charge and spin: 2.6 kcal per mole
- Total energy: -225.2879 hartree

(3)
A structure of composition C26H25ClIrN4O4PS3, computed with ωB97M-V/def2-TZVPD.

XYZ file:
```
65
Properties=species:S:1:pos:R:3:forces:R:3:nbo_charge:R:1
Ir 0.024 -0.761 -0.309 0.3 0.0 0.4 0.66
C 0.635 -4.307 -1.588 0.0 0.0 0.0 -0.68
C 1.594 -3.513 -0.790 0.0 0.0 0.0 0.45
N 1.418 -2.291 -0.299 -0.1 0.0 -0.2 -0.52
C 2.524 -1.993 0.469 0.0 0.1 -0.1 -0.01
C 3.399 -3.025 0.413 0.0 -0.1 0.1 0.04
N 2.793 -3.963 -0.384 0.0 0.0 0.0 -0.47
C 4.740 -3.308 0.995 0.0 0.0 0.0 0.76
O 5.239 -2.404 1.809 0.0 0.0 0.0 -0.65
O 5.291 -4.335 0.695 0.0 0.0 0.0 -0.56
C 2.536 -0.707 1.183 0.1 0.0 0.0 0.79
O 3.435 -0.392 1.944 0.0 0.1 -0.1 -0.61
O 1.495 0.021 0.910 -0.1 -0.1 0.1 -0.76
H -0.179 -3.677 -1.933 0.0 0.0 0.0 0.26
H 0.216 -5.109 -0.978 0.0 0.0 0.0 0.26
H 1.122 -4.754 -2.453 0.0 0.0 0.0 0.25
H 3.213 -4.861 -0.584 0.0 0.0 0.0 0.46
H 4.641 -1.619 1.923 0.0 0.0 0.0 0.52
S -0.963 -3.252 -4.702 0.0 -0.2 -0.1 -0.45
P -0.848 -1.463 -4.044 -0.1 0.2 0.2 1.21
S -1.504 -1.068 -1.980 -0.2 0.2 -0.1 0.00
C 0.810 -0.846 -3.686 0.1 0.0 0.0 -0.48
C 1.885 -1.728 -3.747 0.0 0.0 0.0 -0.19
C 3.160 -1.286 -3.428 0.0 0.0 0.0 -0.20
C 3.361 0.034 -3.046 0.0 0.0 0.0 -0.17
C 2.292 0.920 -2.997 0.0 0.0 0.0 -0.23
C 1.016 0.485 -3.320 0.0 0.0 0.0 -0.13
C -1.757 -0.207 -4.971 0.0 -0.1 -0.2 -0.35
C -1.804 -0.427 -6.349 0.0 0.0 0.0 -0.19
C -2.433 0.490 -7.176 0.0 0.0 0.0 -0.20
C -3.024 1.622 -6.636 0.0 0.0 0.0 -0.17
C -2.980 1.843 -5.266 0.0 0.0 0.0 -0.20
C -2.347 0.935 -4.432 0.1 0.0 0.0 -0.23
H 1.714 -2.749 -4.065 0.0 0.0 0.0 0.24
H 3.999 -1.967 -3.489 0.0 0.0 0.0 0.23
H 4.358 0.379 -2.801 0.0 0.0 0.0 0.23
H 2.453 1.952 -2.713 0.0 0.0 0.0 0.23
H 0.186 1.180 -3.289 0.0 0.0 0.0 0.22
H -1.361 -1.320 -6.769 0.0 0.0 0.0 0.24
H -2.466 0.313 -8.243 0.0 0.0 0.0 0.23
H -3.523 2.332 -7.283 0.0 0.0 0.0 0.23
H -3.444 2.724 -4.844 0.0 0.0 0.0 0.22
H -2.321 1.121 -3.367 0.0 0.0 0.0 0.22
N 0.046 2.037 1.883 -0.1 0.1 -0.1 -0.76
C -1.198 1.673 1.677 0.1 0.0 0.1 0.38
S -1.661 0.145 0.975 -0.1 0.2 -0.3 -0.11
N -2.218 2.454 2.043 0.0 -0.1 0.0 -0.57
C -2.154 3.684 2.770 0.0 0.0 0.0 0.09
C -2.956 4.735 2.345 0.0 0.0 -0.1 -0.22
C -2.944 5.930 3.045 0.0 0.0 0.0 -0.18
C -2.127 6.081 4.157 0.0 0.0 0.0 -0.20
C -1.340 5.022 4.583 0.0 0.0 0.0 -0.20
C -1.357 3.814 3.900 -0.1 0.0 0.1 -0.21
H 0.803 1.406 1.606 0.0 0.0 0.1 0.46
H 0.252 2.965 2.221 0.0 0.0 0.0 0.42
H -3.121 2.174 1.692 0.0 0.0 0.1 0.43
H -3.583 4.616 1.470 0.0 0.0 0.0 0.22
H -3.572 6.747 2.716 0.0 0.0 0.0 0.23
H -2.113 7.018 4.697 0.0 0.0 0.0 0.23
H -0.720 5.125 5.464 0.0 0.0 0.0 0.23
H -0.789 2.972 4.276 0.0 0.0 0.0 0.22
Cl -4.067 -2.156 -3.047 0.0 0.0 0.1 0.03
C -3.210 -1.603 -1.611 0.0 -0.1 -0.1 -0.52
H -3.174 -2.391 -0.867 0.0 -0.1 0.0 0.24
H -3.727 -0.732 -1.223 0.0 0.0 0.1 0.24
```
Positions in Å, forces in eV/Å.

- 2S+1: 2
- Charge: +1
- HOMO (alpha / beta): -0.4170 / -0.4165 Eh
- Orbital gap (alpha / beta): 8.15 / 7.20 eV
- Molecular weight: 812.4 g/mol
- ΔE to the lowest compared entry with this formula, charge and spin: 33.9 kcal per mole
- Total energy: -3626.1474 hartree